[1]
# C10H13EuN3O5

C10H13EuN3O5 as an isolated structure at a distorted geometry (ωB97M-V with the def2-TZVPD basis set, the Open Molecules 2025 dataset).

The geometry in XYZ format:
```
32
Properties=species:S:1:pos:R:3:forces:R:3:mulliken_charge:R:1
Eu 0.329 0.068 0.385 -0.34 0.00 0.20 0.947
O -0.082 -0.011 -3.820 0.25 0.04 3.35 -0.103
O -2.795 -2.150 -0.228 2.81 1.87 0.00 -0.079
O 3.004 2.540 -0.566 -3.02 -2.52 0.11 -0.081
O -2.275 2.826 -0.225 2.73 -2.80 0.03 -0.094
O 2.320 -3.078 -0.285 -2.31 3.35 0.12 -0.062
N 1.387 -0.033 4.011 -0.21 0.23 -0.99 0.184
N -0.799 0.044 4.932 0.49 0.06 -0.40 0.115
N -0.484 0.191 2.630 -0.21 -0.33 0.15 -0.536
C 2.131 1.799 -0.494 3.63 3.09 -0.31 0.233
C -1.846 -1.513 -0.202 -3.12 -2.10 -0.02 0.205
C 0.031 0.055 3.861 -0.34 0.17 0.33 0.580
C 2.074 -0.670 5.124 0.51 -0.10 0.54 -1.188
C 2.260 0.234 2.860 -0.61 0.16 0.43 -1.125
C -2.229 0.133 4.663 -0.14 -0.14 -0.09 -1.176
C 0.006 0.003 -2.680 -0.23 -0.04 -3.28 0.191
C -0.372 0.231 6.316 0.21 -0.03 0.76 -1.010
C -1.475 2.004 -0.196 -3.09 3.19 -0.10 0.246
C 1.675 -2.129 -0.226 2.74 -4.06 -0.28 0.194
H 2.261 -0.607 2.126 0.10 0.18 0.29 0.179
H 1.474 -1.444 5.614 0.18 0.26 -0.27 0.358
H -2.470 1.050 4.112 -0.08 0.06 0.28 0.411
H 3.279 0.342 3.258 -0.34 0.03 -0.46 0.558
H -0.066 -0.716 6.784 -0.16 0.38 -0.13 0.307
H 2.978 -1.138 4.717 -0.28 -0.09 0.23 0.493
H 2.402 0.083 5.854 -0.09 -0.37 -0.07 0.330
H -1.510 0.220 2.718 0.86 0.18 -0.26 0.156
H 1.969 1.185 2.367 0.18 -0.32 0.24 0.304
H -2.784 0.123 5.601 0.11 -0.06 -0.22 0.332
H -2.539 -0.718 4.051 -0.21 -0.07 0.20 0.409
H -1.222 0.612 6.896 0.31 -0.03 -0.26 0.380
H 0.450 0.956 6.407 -0.36 -0.22 -0.14 0.341
```
Forces are in eV/Å.

Orbital gap (alpha / beta) ... 7.471 / 7.617 eV
Highest occupied orbital energy (alpha / beta) ... -15.4 / -15.4 eV
Spin multiplicity ... 8
Charge ... +2


[2]
# CH9N2O

A 2-piece molecular cluster, CH9N2O overall at a distorted geometry (ωB97M-V with the def2-TZVPD basis set, the Open Molecules 2025 dataset).

The geometry in XYZ format:
```
13
Properties=species:S:1:pos:R:3:forces:R:3:mulliken_charge:R:1
O -1.608 1.365 -1.465 0.28 -0.56 0.10 -0.683
N 1.845 -0.322 0.085 0.73 0.54 -0.90 -0.442
N -0.595 -0.458 0.550 -2.19 1.47 0.47 -0.315
C 0.882 -0.612 1.019 -0.09 -0.53 0.03 -0.417
H -1.124 -0.186 1.385 -0.05 -0.35 0.13 0.391
H -1.076 -1.288 0.206 0.50 -0.37 -0.01 0.388
H -1.388 0.920 -2.289 -0.02 -0.07 -0.17 0.321
H -1.892 2.235 -1.744 -0.18 0.46 0.13 0.324
H -0.935 0.305 -0.097 1.14 -0.13 -0.10 0.260
H 2.029 -0.909 -0.714 -0.26 -0.49 0.32 0.236
H 2.010 0.635 -0.190 -0.10 0.13 0.48 0.239
H 0.860 -1.655 1.309 0.47 -0.23 0.03 0.366
H 0.991 -0.030 1.945 -0.23 0.15 -0.51 0.334
```
Forces are in eV/Å.

Orbital gap ... 11.237 eV
Highest occupied orbital energy ... -14.7 eV
Energy relative to the best compared isomer or geometry (same formula, charge and spin) ... 40.08 kJ/mol
Charge ... +1


[3]
# C10H14N3O

An isolated ion of composition C10H14N3O and charge +1 at a distorted geometry (ωB97M-V with the def2-TZVPD basis set, the Open Molecules 2025 dataset).

The geometry in XYZ format:
```
28
Properties=species:S:1:pos:R:3:forces:R:3:mulliken_charge:R:1
O 3.044 0.696 -0.491 0.27 0.72 -0.29 -0.315
N 2.310 -0.411 0.019 -2.33 0.74 1.12 -0.404
N 0.067 -1.150 2.319 3.22 0.55 -0.79 -0.083
N 0.546 0.184 1.928 0.63 1.26 1.37 -0.351
C 1.029 1.738 -0.042 -0.15 -1.12 0.76 -0.385
C 0.768 0.322 0.505 1.98 -0.61 -0.72 1.510
C -0.385 -0.341 -0.265 1.57 0.55 0.51 -0.222
C -1.642 -0.636 0.288 -0.73 -0.44 -1.46 -0.239
C -0.102 2.732 -0.166 -0.58 -0.97 1.32 -1.246
C -0.901 -1.519 -2.273 0.23 1.15 0.43 -0.745
C 0.009 -0.702 -1.530 -2.44 -1.93 -0.97 -0.446
C 2.244 1.799 -0.598 0.05 0.16 0.22 -0.389
C -2.557 -1.388 -0.472 3.50 1.41 -1.73 -0.604
C -2.195 -1.732 -1.803 2.66 1.56 3.80 -0.660
H -1.098 2.128 -0.317 1.79 1.60 0.07 0.246
H -0.302 -1.170 3.244 -0.42 0.30 1.01 0.379
H -1.993 -0.214 1.215 0.11 0.11 0.36 0.582
H 2.892 -0.770 0.827 -0.92 0.95 -0.71 0.282
H 0.198 3.353 -0.985 -0.61 0.45 -0.66 0.418
H -2.854 -2.294 -2.282 -2.59 -2.40 -2.46 0.510
H -0.158 3.406 0.738 -0.26 -0.85 -0.83 0.307
H -3.398 -1.752 -0.019 -2.40 -0.52 0.75 0.518
H 0.963 -0.414 -1.905 0.49 -0.16 -0.19 0.484
H 1.298 0.633 2.550 -1.50 -1.47 -1.08 0.361
H -0.668 -1.293 1.620 -0.54 -0.74 -0.25 0.252
H -0.606 -2.003 -3.196 0.03 0.39 -0.12 0.404
H 0.816 -1.883 2.234 -0.81 0.55 0.03 0.398
H 2.673 2.682 -1.140 -0.27 -1.24 0.53 0.438
```
Forces are in eV/Å.

Structure (SMILES) ... CC1=CON[C@]1(N[NH3+])c1ccccc1
Orbital gap ... 8.297 eV
Highest occupied orbital energy ... -11.7 eV
Energy relative to the best compared isomer or geometry (same formula, charge and spin) ... 532.17 kJ/mol
Charge ... +1


[4]
# C3H4N2O

C3H4N2O as an isolated structure at a distorted geometry (ωB97M-V with the def2-TZVPD basis set, the Open Molecules 2025 dataset).

The geometry in XYZ format:
```
10
Properties=species:S:1:pos:R:3:forces:R:3:mulliken_charge:R:1
O 0.541 1.240 0.061 -1.12 -3.33 -0.56 -0.129
N 0.612 -0.981 0.012 1.30 -6.15 0.67 -0.388
N 1.793 0.785 -0.056 4.63 4.61 0.86 -0.282
C -1.659 0.004 0.031 2.41 3.66 -2.93 -0.901
C -0.080 -0.007 0.057 -9.36 5.52 -0.33 0.593
C 1.821 -0.455 0.063 4.56 -2.57 -1.31 -0.043
H -2.023 -0.976 -0.327 -0.14 0.77 0.89 0.303
H 2.797 -1.070 0.001 -1.83 1.34 0.19 0.314
H -1.868 0.519 0.962 -1.07 -0.86 0.36 0.295
H -1.934 0.941 -0.805 0.61 -2.99 2.16 0.240
```
Forces are in eV/Å.

Orbital gap ... 11.447 eV
Highest occupied orbital energy ... -10.5 eV
Energy relative to the best compared isomer or geometry (same formula, charge and spin) ... 321.05 kJ/mol
Charge ... 0


Repeat the third record exactly.
# C10H14N3O

An isolated ion of composition C10H14N3O and charge +1 at a distorted geometry (ωB97M-V with the def2-TZVPD basis set, the Open Molecules 2025 dataset).

The geometry in XYZ format:
```
28
Properties=species:S:1:pos:R:3:forces:R:3:mulliken_charge:R:1
O 3.044 0.696 -0.491 0.27 0.72 -0.29 -0.315
N 2.310 -0.411 0.019 -2.33 0.74 1.12 -0.404
N 0.067 -1.150 2.319 3.22 0.55 -0.79 -0.083
N 0.546 0.184 1.928 0.63 1.26 1.37 -0.351
C 1.029 1.738 -0.042 -0.15 -1.12 0.76 -0.385
C 0.768 0.322 0.505 1.98 -0.61 -0.72 1.510
C -0.385 -0.341 -0.265 1.57 0.55 0.51 -0.222
C -1.642 -0.636 0.288 -0.73 -0.44 -1.46 -0.239
C -0.102 2.732 -0.166 -0.58 -0.97 1.32 -1.246
C -0.901 -1.519 -2.273 0.23 1.15 0.43 -0.745
C 0.009 -0.702 -1.530 -2.44 -1.93 -0.97 -0.446
C 2.244 1.799 -0.598 0.05 0.16 0.22 -0.389
C -2.557 -1.388 -0.472 3.50 1.41 -1.73 -0.604
C -2.195 -1.732 -1.803 2.66 1.56 3.80 -0.660
H -1.098 2.128 -0.317 1.79 1.60 0.07 0.246
H -0.302 -1.170 3.244 -0.42 0.30 1.01 0.379
H -1.993 -0.214 1.215 0.11 0.11 0.36 0.582
H 2.892 -0.770 0.827 -0.92 0.95 -0.71 0.282
H 0.198 3.353 -0.985 -0.61 0.45 -0.66 0.418
H -2.854 -2.294 -2.282 -2.59 -2.40 -2.46 0.510
H -0.158 3.406 0.738 -0.26 -0.85 -0.83 0.307
H -3.398 -1.752 -0.019 -2.40 -0.52 0.75 0.518
H 0.963 -0.414 -1.905 0.49 -0.16 -0.19 0.484
H 1.298 0.633 2.550 -1.50 -1.47 -1.08 0.361
H -0.668 -1.293 1.620 -0.54 -0.74 -0.25 0.252
H -0.606 -2.003 -3.196 0.03 0.39 -0.12 0.404
H 0.816 -1.883 2.234 -0.81 0.55 0.03 0.398
H 2.673 2.682 -1.140 -0.27 -1.24 0.53 0.438
```
Forces are in eV/Å.

Structure (SMILES) ... CC1=CON[C@]1(N[NH3+])c1ccccc1
Orbital gap ... 8.297 eV
Highest occupied orbital energy ... -11.7 eV
Energy relative to the best compared isomer or geometry (same formula, charge and spin) ... 532.17 kJ/mol
Charge ... +1